1.
24
Properties=species:S:1:pos:R:3:nbo_charge:R:1 method="wB97M-V/def2-TZVPD" gap_ev=9.42 smiles=Cc1ccc(O)cc1.CC total_energy_ev=-11605.51652 multiplicity=1
C 0.157 -2.434 -1.584 -0.61
C 0.408 -0.918 -1.772 -0.05
C -0.686 -0.114 -1.716 -0.18
C -0.673 1.266 -1.212 -0.29
C 0.602 1.792 -1.094 0.30
O 0.675 3.101 -0.627 -0.68
C 1.764 1.029 -1.248 -0.27
C 1.688 -0.326 -1.451 -0.18
H 0.344 -2.734 -0.625 0.21
H 0.928 -2.945 -2.193 0.21
H -0.829 -2.798 -1.797 0.22
H -1.693 -0.368 -2.003 0.21
H -1.494 1.908 -1.018 0.21
H -0.118 3.274 -0.226 0.47
H 2.602 1.597 -0.887 0.23
H 2.612 -0.755 -1.375 0.21
C -0.659 -0.739 2.752 -0.64
C -0.967 0.628 2.452 -0.63
H -0.294 -1.317 1.901 0.21
H 0.181 -0.855 3.456 0.21
H -1.470 -1.486 3.105 0.21
H -0.476 0.931 1.453 0.22
H -2.108 0.963 2.470 0.21
H -0.495 1.300 3.240 0.21

---

2.
24
Properties=species:S:1:pos:R:3:nbo_charge:R:1 method="wB97M-V/def2-TZVPD" gap_ev=8.58 smiles=Cc1ccc(O)cc1.CC total_energy_ev=-11604.60344 multiplicity=1
C 0.069 -2.091 2.453 -0.62
C -0.184 -0.904 1.765 -0.09
C 0.748 0.245 1.832 -0.16
C 0.289 1.512 1.486 -0.31
C -0.820 1.586 0.712 0.29
O -1.430 2.676 0.213 -0.68
C -1.497 0.411 0.252 -0.25
C -1.289 -0.763 0.938 -0.19
H 0.936 -2.660 1.830 0.21
H -0.666 -2.841 2.427 0.22
H 0.276 -1.983 3.501 0.22
H 1.700 0.040 2.310 0.21
H 0.683 2.412 1.940 0.22
H -0.986 3.618 0.311 0.49
H -2.110 0.368 -0.600 0.22
H -2.252 -1.422 0.645 0.22
C 0.236 -0.183 -3.102 -0.63
C 1.407 0.198 -2.217 -0.62
H -0.620 0.470 -3.102 0.21
H 0.404 0.025 -4.224 0.20
H -0.220 -1.274 -3.119 0.21
H 1.443 -0.421 -1.279 0.22
H 1.601 1.224 -2.079 0.21
H 2.282 -0.244 -2.892 0.20

---

3.
24
Properties=species:S:1:pos:R:3:nbo_charge:R:1 method="wB97M-V/def2-TZVPD" gap_ev=9.05 smiles=Cc1ccc(O)cc1.CC total_energy_ev=-11605.22982 multiplicity=1
C -0.913 -1.862 -1.512 -0.62
C -1.058 -0.748 -0.492 -0.04
C -1.295 -1.050 0.825 -0.20
C -1.226 -0.076 1.790 -0.26
C -1.020 1.240 1.463 0.30
O -0.757 2.112 2.454 -0.65
C -1.024 1.592 0.067 -0.30
C -1.023 0.631 -0.865 -0.20
H -1.605 -2.851 -1.514 0.22
H -0.173 -2.445 -1.262 0.21
H -0.761 -1.325 -2.508 0.22
H -1.378 -2.041 1.184 0.21
H -1.205 -0.396 2.879 0.22
H -0.693 2.955 1.982 0.48
H -1.028 2.591 -0.275 0.21
H -0.642 0.822 -1.921 0.21
C 2.923 -0.048 -1.267 -0.60
C 3.654 -1.361 -1.656 -0.62
H 1.881 -0.400 -0.861 0.20
H 3.317 0.589 -0.312 0.20
H 2.795 0.642 -1.996 0.20
H 2.884 -2.090 -1.476 0.21
H 4.122 -1.286 -2.666 0.21
H 4.431 -1.563 -1.008 0.21

---

4.
24
Properties=species:S:1:pos:R:3:nbo_charge:R:1 method="wB97M-V/def2-TZVPD" gap_ev=8.96 smiles=Cc1ccc(O)cc1.CC total_energy_ev=-11605.47541 multiplicity=1
C -2.114 1.784 1.213 -0.62
C -0.778 1.393 0.689 -0.09
C -0.112 0.232 1.174 -0.17
C 1.161 -0.087 0.573 -0.27
C 1.719 0.904 -0.178 0.30
O 3.001 0.768 -0.362 -0.66
C 1.088 2.033 -0.709 -0.33
C -0.179 2.301 -0.205 -0.16
H -2.821 1.045 0.939 0.21
H -2.455 2.691 0.761 0.21
H -2.143 2.008 2.244 0.21
H -0.553 -0.439 1.915 0.22
H 1.558 -1.101 0.926 0.24
H 3.410 1.658 -0.493 0.48
H 1.444 2.604 -1.598 0.23
H -0.748 3.307 -0.548 0.21
C -0.833 -2.401 -0.602 -0.62
C 0.555 -2.873 -0.898 -0.62
H -1.665 -3.084 -0.930 0.21
H -1.089 -1.949 0.261 0.21
H -1.159 -1.574 -1.354 0.20
H 0.465 -3.937 -1.184 0.21
H 1.215 -2.997 -0.020 0.20
H 1.035 -2.288 -1.616 0.22

---

5.
24
Properties=species:S:1:pos:R:3:nbo_charge:R:1 method="wB97M-V/def2-TZVPD" gap_ev=9.40 smiles=Cc1ccc(O)cc1.CC total_energy_ev=-11605.33493 multiplicity=1
C -0.491 -0.688 -2.799 -0.62
C 0.203 0.297 -1.945 -0.12
C 1.457 0.669 -2.294 -0.16
C 2.177 1.642 -1.435 -0.30
C 1.636 1.901 -0.177 0.26
O 2.028 2.738 0.776 -0.65
C 0.385 1.346 0.117 -0.23
C -0.295 0.505 -0.764 -0.18
H -1.509 -0.260 -3.046 0.22
H -0.620 -1.715 -2.407 0.22
H -0.074 -0.944 -3.898 0.21
H 1.971 0.159 -3.143 0.22
H 3.052 2.143 -1.972 0.22
H 2.806 3.216 0.527 0.48
H -0.226 1.690 1.060 0.23
H -1.234 0.016 -0.519 0.21
C -1.718 -1.131 3.227 -0.61
C -1.035 -2.118 2.294 -0.62
H -2.595 -1.491 3.777 0.21
H -0.946 -0.712 3.783 0.21
H -2.357 -0.256 2.694 0.19
H 0.069 -1.989 2.325 0.21
H -1.275 -1.931 1.251 0.20
H -1.410 -3.086 2.568 0.21